DFT (ωB97M-V/def2-TZVPD) results for a 13-piece molecular cluster, C39H104O13 overall in a non-equilibrium geometry.

```
156
Properties=species:S:1:pos:R:3:lowdin_charge:R:1
C 3.282 4.209 -3.434 -0.04
C 3.960 3.277 -2.453 -0.45
C 3.169 3.172 -1.146 -0.05
O 3.999 1.976 -3.077 -0.08
H 3.894 4.278 -4.334 0.09
H 3.143 5.190 -2.976 0.09
H 2.281 3.897 -3.734 0.07
H 5.003 3.517 -2.233 0.14
H 3.602 2.403 -0.509 0.05
H 2.109 3.033 -1.351 0.07
H 3.250 4.107 -0.578 0.08
H 4.524 1.374 -2.525 0.06
C 2.677 -1.345 3.502 -0.04
C 2.083 -0.413 4.548 -0.46
C 3.150 0.406 5.263 -0.04
O 1.177 0.460 3.854 -0.09
H 3.366 -2.041 3.978 0.09
H 3.167 -0.799 2.695 0.07
H 1.860 -1.896 3.031 0.08
H 1.524 -1.056 5.236 0.14
H 2.722 1.000 6.073 0.09
H 3.665 1.070 4.570 0.06
H 3.893 -0.271 5.689 0.09
H 0.838 1.075 4.519 0.10
C 4.276 -0.731 -0.252 -0.06
C 5.752 -0.344 -0.350 -0.47
C 6.548 -1.442 -1.050 -0.05
O 5.770 0.870 -1.099 -0.06
H 3.690 0.110 0.133 0.05
H 4.087 -1.554 0.437 0.08
H 3.783 -0.929 -1.207 0.07
H 6.097 -0.191 0.678 0.14
H 6.393 -2.389 -0.529 0.08
H 7.607 -1.178 -0.983 0.08
H 6.269 -1.593 -2.090 0.09
H 6.690 1.168 -1.102 0.11
C -1.354 -2.348 -6.239 -0.06
C -1.968 -2.529 -4.847 -0.44
C -0.904 -2.439 -3.767 -0.07
O -2.902 -1.466 -4.660 -0.07
H -0.776 -1.426 -6.311 0.03
H -2.115 -2.410 -7.015 0.09
H -0.615 -3.119 -6.495 0.09
H -2.483 -3.485 -4.752 0.14
H -0.199 -3.268 -3.888 0.09
H -1.310 -2.532 -2.756 0.06
H -0.421 -1.457 -3.755 0.06
H -2.407 -0.627 -4.747 0.04
C -1.428 -1.043 -0.106 -0.03
C -0.271 -0.681 0.820 -0.46
C 0.739 0.215 0.121 -0.04
O -0.846 0.044 1.916 -0.08
H -2.092 -0.196 -0.258 0.05
H -2.043 -1.778 0.418 0.08
H -0.992 -1.400 -1.036 0.05
H 0.210 -1.582 1.215 0.12
H 1.368 0.658 0.898 0.07
H 0.231 1.033 -0.389 0.06
H 1.339 -0.347 -0.598 0.06
H -0.145 0.185 2.581 0.03
C -1.981 -0.506 4.730 -0.05
C -2.421 -0.738 6.169 -0.50
C -2.884 -2.177 6.445 -0.05
O -1.348 -0.324 7.009 -0.05
H -2.710 -0.937 4.047 0.07
H -0.999 -0.968 4.609 0.07
H -1.920 0.564 4.537 0.07
H -3.293 -0.080 6.289 0.13
H -2.004 -2.822 6.476 0.08
H -3.579 -2.514 5.680 0.06
H -3.384 -2.183 7.415 0.07
H -1.644 -0.455 7.918 0.09
C -1.984 3.557 3.027 -0.05
C -1.363 4.344 1.881 -0.49
C -0.924 3.457 0.738 -0.05
O -2.292 5.311 1.385 -0.05
H -2.241 4.174 3.888 0.08
H -1.333 2.732 3.337 0.06
H -2.885 3.034 2.690 0.08
H -0.501 4.890 2.287 0.12
H -0.225 2.698 1.080 0.06
H -0.528 4.044 -0.092 0.08
H -1.780 2.922 0.315 0.07
H -2.452 5.961 2.074 0.08
C 2.362 3.562 2.761 -0.05
C 3.830 3.748 3.170 -0.48
C 4.778 2.975 2.275 -0.06
O 4.188 5.122 3.003 -0.05
H 2.139 2.491 2.791 0.06
H 2.197 3.902 1.740 0.07
H 1.686 4.027 3.481 0.08
H 3.961 3.405 4.200 0.12
H 4.509 1.922 2.168 0.07
H 5.769 3.005 2.738 0.08
H 4.893 3.418 1.287 0.07
H 3.546 5.669 3.466 0.09
C -2.305 1.283 -2.725 -0.03
C -1.440 1.830 -3.860 -0.42
C 0.001 1.974 -3.406 -0.07
O -1.573 0.958 -4.990 -0.07
H -2.156 0.218 -2.579 0.07
H -3.357 1.496 -2.927 0.09
H -2.090 1.814 -1.795 0.06
H -1.798 2.826 -4.142 0.14
H 0.758 2.135 -4.175 0.07
H 0.390 1.152 -2.791 0.07
H -0.027 2.767 -2.648 0.09
H -0.853 1.169 -5.597 0.10
C -5.818 -4.065 0.397 -0.05
C -5.935 -3.591 1.839 -0.49
C -4.774 -2.729 2.270 -0.06
O -7.199 -2.934 1.984 -0.06
H -4.803 -4.411 0.216 0.08
H -6.029 -3.271 -0.323 0.08
H -6.603 -4.807 0.246 0.08
H -6.010 -4.481 2.475 0.13
H -4.751 -1.779 1.726 0.06
H -3.792 -3.177 2.118 0.08
H -4.875 -2.460 3.327 0.07
H -7.189 -2.365 2.759 0.08
C 1.311 -0.873 -6.094 -0.04
C 1.427 -0.049 -4.829 -0.50
C 1.947 -0.830 -3.632 -0.04
O 2.248 1.081 -5.100 -0.07
H 0.812 -1.816 -5.866 0.05
H 2.288 -1.145 -6.497 0.10
H 0.784 -0.281 -6.840 0.09
H 0.427 0.340 -4.573 0.07
H 1.266 -1.649 -3.392 0.04
H 2.139 -0.203 -2.757 0.06
H 2.936 -1.254 -3.843 0.10
H 2.506 1.517 -4.269 0.04
C -4.676 0.710 0.297 -0.07
C -6.101 1.218 0.074 -0.48
C -7.155 0.226 0.516 -0.05
O -6.280 2.412 0.845 -0.05
H -3.931 1.468 0.051 0.06
H -4.472 -0.208 -0.265 0.08
H -4.505 0.380 1.327 0.07
H -6.204 1.412 -1.000 0.13
H -6.895 -0.055 1.540 0.07
H -7.205 -0.712 -0.035 0.08
H -8.135 0.700 0.477 0.08
H -5.574 3.006 0.564 0.08
C 1.317 -6.149 -1.071 -0.05
C 1.702 -4.815 -1.737 -0.48
C 1.013 -3.633 -1.082 -0.07
O 3.108 -4.626 -1.643 -0.05
H 1.670 -6.149 -0.036 0.08
H 1.770 -6.951 -1.650 0.08
H 0.232 -6.246 -1.015 0.08
H 1.428 -4.912 -2.792 0.13
H 1.234 -3.606 -0.011 0.08
H -0.079 -3.658 -1.150 0.07
H 1.304 -2.679 -1.527 0.05
H 3.470 -5.172 -0.941 0.08
```

Net charge: 0
2S+1: 1
Kohn-Sham gap: 9.8 eV
Energy relative to the best compared isomer or geometry (same formula, charge and spin): 46.1 kcal/mol